Model A:
{"formula": "C6H7I", "method": "ωB97M-V/def2-TZVPD", "smiles": "C=C1CC(C)=C1I", "charge": 0, "species": ["C", "C", "C", "C", "C", "C", "I", "H", "H", "H", "H", "H", "H", "H"], "coordinates": [[-1.03327, -0.19456, 0.24984], [-0.10231, 0.75188, 0.14926], [-0.03593, -1.30177, 0.05498], [-0.02288, -2.62433, 0.05408], [1.06752, -0.24823, -0.04103], [-0.00750, 2.23177, 0.09550], [-3.09402, 0.32108, 0.32112], [0.92217, -3.04588, -0.49842], [-0.83065, -3.25077, 0.10652], [1.27808, -0.21805, -1.11542], [1.97904, -0.26142, 0.59681], [0.23665, 2.83021, 0.93798], [-0.99566, 2.47876, -0.15093], [0.63876, 2.53132, -0.76028]]}

Model B:
{"formula": "C6H7I", "method": "ωB97M-V/def2-TZVPD", "charge": 0, "species": ["C", "C", "C", "C", "C", "C", "I", "H", "H", "H", "H", "H", "H", "H"], "coordinates": [[0.89784, 0.16954, 0.16942], [-0.32058, 0.90355, 0.05928], [0.58346, -1.14912, 0.06256], [-1.24711, -0.07960, 0.00447], [-0.62328, 2.40551, -0.02911], [0.99200, -2.53416, -0.03168], [-3.26539, -0.33549, 0.00534], [1.88425, 0.56422, 0.13798], [-0.17407, 2.89460, -0.80203], [-0.32611, 2.94251, 0.95066], [-1.61074, 2.70820, -0.22848], [0.65933, -3.06949, 0.83300], [2.02974, -2.46264, -0.25261], [0.52067, -2.95763, -0.87881]]}

Relative calculated energies, zero for the most stable structure, unit kJ/mol: model A 0.0; model B 239.1.

Model A:
{"formula": "C4H3FOS2", "method": "ωB97M-V/def2-TZVPD", "smiles": "F/C=C1/SCOC1=S", "charge": 0, "species": ["C", "C", "C", "C", "H", "H", "H", "O", "F", "S", "S"], "coordinates": [[1.12129, -0.78224, -1.54492], [0.42600, -0.47520, -0.48257], [-0.43732, 0.19161, 1.88363], [-0.78250, 0.45833, -0.56491], [1.95653, -1.42710, -1.45056], [-0.14531, 1.09110, 2.45354], [-1.23135, -0.26206, 2.60540], [-1.15770, 0.88722, 0.66765], [0.62667, -0.47397, -2.71365], [1.09667, -0.49647, 1.08136], [-1.47298, 1.28877, -1.93499]]}

Model B:
{"formula": "C4H3FOS2", "method": "ωB97M-V/def2-TZVPD", "smiles": "F/C=C1/SCOC1=S", "charge": 0, "species": ["C", "C", "C", "C", "H", "H", "H", "O", "F", "S", "S"], "coordinates": [[-0.78045, -1.86349, -0.10008], [-0.34177, -0.57847, 0.11719], [-0.03140, 1.86404, -0.18209], [1.03173, -0.16094, 0.32367], [-1.75784, -2.16192, -0.61855], [-0.18275, 2.45673, 0.79635], [0.08129, 2.53276, -1.05091], [1.21612, 1.16689, -0.01426], [-0.04877, -2.92353, 0.29317], [-1.45491, 0.73797, -0.41499], [2.26876, -1.07005, 0.85049]]}

Relative calculated energies, zero for the most stable structure, unit kJ/mol: model A 102.6; model B 0.0.

Model A:
{"formula": "C2H7N2", "method": "ωB97M-V/def2-TZVPD", "charge": 1, "species": ["C", "N", "H", "H", "H", "C", "N", "H", "H", "H", "H"], "coordinates": [[1.30332, -1.20450, 0.14295], [1.27290, -0.14799, 0.83506], [0.71398, -1.30661, -0.76735], [1.91250, -2.06469, 0.42292], [1.83701, -0.24383, 1.67819], [-1.02747, 0.94893, 0.22639], [-1.40488, 0.78358, -0.98819], [-1.30942, 0.23008, 0.98409], [-0.37884, 1.78169, 0.45366], [-0.88644, 1.19851, -1.75636], [-2.03266, 0.02482, -1.23135]]}

Model B:
{"formula": "C2H7N2", "method": "ωB97M-V/def2-TZVPD", "smiles": "C/[NH+]=C/N", "charge": 1, "species": ["C", "N", "C", "N", "H", "H", "H", "H", "H", "H", "H"], "coordinates": [[-0.29058, -0.46883, 1.57038], [0.28834, 0.21953, -1.90504], [0.57835, 0.31668, -0.60222], [-0.46722, 0.33275, 0.23271], [0.38363, 0.12927, 2.17765], [-1.25495, -0.55702, 2.06109], [0.01178, -1.48621, 1.44696], [-0.49012, 0.61306, -2.38690], [1.10312, 0.12468, -2.45254], [1.44123, -0.13086, -0.27369], [-1.30358, 0.90693, 0.13161]]}

Relative calculated energies, zero for the most stable structure, unit kJ/mol: model A 83.3; model B 0.0.